Record 1
The following is a DFT calculation (ωB97M-V with the def2-TZVPD basis set) of a structure of composition C14H18F10GeNO6P2SV at a distorted geometry.

Structure (XYZ):
```
54
Properties=species:S:1:pos:R:3:forces:R:3:mulliken_charge:R:1
V -0.045877 -0.147691 -0.627201 -2.4 -0.5 -0.8 -0.19
N 3.452993 1.299930 -1.362002 -0.3 0.3 0.1 -0.17
C 2.422363 2.306105 -0.834150 -0.3 -0.2 0.1 0.84
C 2.952839 3.727654 -0.825963 0.1 -0.1 -0.1 -1.83
P 1.982689 1.695989 0.860894 0.2 -0.4 0.4 0.58
O 3.517709 1.503486 1.361730 0.0 -0.1 0.3 -0.66
O 1.248459 2.679164 1.659315 0.0 0.1 0.0 -0.86
O 1.461727 0.286623 0.588702 0.6 0.8 0.4 -0.42
P 0.854898 1.994387 -1.800143 0.8 0.7 -0.7 1.17
O 0.715767 3.170635 -2.855309 -0.1 0.2 0.1 -0.64
O -0.332986 1.915439 -0.880806 0.3 -0.2 -0.1 -0.54
O 1.135623 0.671854 -2.467099 -0.2 0.0 0.4 -0.98
H 3.925438 0.834075 -0.584896 0.1 0.0 0.1 0.38
H 4.142933 1.744852 -1.959529 0.1 0.1 -0.1 0.36
H 2.927621 0.596971 -1.905268 -0.1 -0.2 -0.1 0.32
H 3.893924 3.780462 -0.276327 0.0 0.0 0.0 0.43
H 2.239522 4.365556 -0.305958 0.0 0.0 0.0 0.42
H 3.093803 4.113116 -1.837030 0.0 0.0 0.0 0.46
H 3.594918 1.495829 2.329558 0.0 0.0 -0.3 0.39
H 0.108598 3.872706 -2.571628 0.1 -0.2 -0.1 0.37
F 0.827988 -2.759945 0.119276 0.1 0.1 0.1 -0.31
C 1.000832 -1.891366 -0.914402 1.0 -1.0 -0.7 1.17
F 2.381591 -1.612591 -0.953466 -0.1 0.2 0.0 -0.29
C 0.850120 -2.782098 -2.182224 0.0 0.1 0.2 0.36
F 0.870695 -2.053361 -3.307149 0.0 0.0 0.1 -0.24
F -0.297059 -3.479169 -2.159865 0.0 0.1 0.0 -0.22
F 1.846351 -3.677432 -2.263464 -0.1 0.0 0.0 -0.29
F 1.038408 1.911579 5.981635 0.1 0.1 0.2 -0.32
C 0.496607 1.332792 4.915025 0.1 0.0 0.1 0.73
C 1.084213 0.210013 4.369027 0.1 -0.1 0.1 0.14
F 2.201075 -0.282206 4.918015 0.1 0.0 0.0 -0.36
C 0.523874 -0.391677 3.262491 -0.1 0.0 -0.1 0.27
F 1.123853 -1.469392 2.770727 0.0 -0.2 0.0 -0.35
C -0.614647 0.125471 2.656301 0.4 0.0 -0.3 -0.25
S -1.311015 -0.546941 1.165215 -0.4 0.0 0.5 -0.20
C -1.177977 1.254169 3.227869 -0.1 0.0 -0.2 0.17
F -2.254791 1.817356 2.680487 0.0 0.0 0.0 -0.35
C -0.641134 1.853827 4.346379 -0.2 0.2 0.1 0.33
F -1.205562 2.943105 4.869206 0.0 0.0 0.0 -0.33
C -3.578823 -2.570924 -3.051331 0.1 0.0 -0.1 -1.29
Ge -3.078800 -2.077257 -1.230482 -0.1 -0.1 0.0 0.94
C -4.437667 -0.902366 -0.445960 0.0 0.0 0.0 -1.20
C -2.787096 -3.665005 -0.141941 0.0 0.0 0.0 -1.18
C -1.450382 -0.982112 -1.308524 0.2 0.1 0.3 0.14
H -4.583902 -2.998543 -3.048156 0.1 0.0 0.0 0.38
H -2.881528 -3.315964 -3.440182 -0.1 0.1 0.0 0.36
H -3.572891 -1.702431 -3.711929 0.0 0.0 0.0 0.38
H -5.420652 -1.110590 -0.877032 0.1 0.0 0.0 0.43
H -4.184462 0.144421 -0.619390 0.0 0.0 0.0 0.35
H -4.475336 -1.069918 0.631392 0.0 0.1 -0.1 0.34
H -3.747556 -4.039960 0.218971 0.1 0.0 0.0 0.45
H -2.154396 -3.417200 0.710217 0.0 0.0 0.0 0.31
H -2.299505 -4.442950 -0.731787 0.0 0.0 0.1 0.34
H -1.383386 -0.258476 -2.161841 0.3 0.1 0.2 0.18
```
Forces are in eV/Å.

The value obtained for the lowest unoccupied orbital energy (spin up / spin down) is -0.528 / -0.535 eV. The HOMO-LUMO gap (spin up / spin down) is 8.15 / 8.15 eV. The charge is 0. Its spin multiplicity is 1.

Record 2
The following is a DFT calculation (ωB97M-V with the def2-TZVPD basis set) of the ion C14H18N with charge +1 at a distorted geometry.

Structure (XYZ):
```
33
Properties=species:S:1:pos:R:3:forces:R:3:mulliken_charge:R:1
C -0.161648 -2.189622 1.148896 -2.2 -2.2 0.0 -1.76
C -0.229183 -1.306430 -0.069972 -1.6 -0.8 -0.8 2.68
C -0.366132 -2.191325 -1.419341 -0.9 4.2 -1.2 -1.49
C 0.862596 -0.323901 -0.056440 0.6 1.4 -0.7 -0.44
N 0.403397 0.901164 -0.089597 -0.5 -1.5 -0.4 0.19
C 1.187790 2.078830 -0.195510 0.5 2.2 0.6 -0.48
C 2.680667 1.735823 -0.389342 0.0 0.0 2.5 -0.97
C 3.164727 0.518449 0.541305 -3.0 2.9 -0.6 -0.98
C 2.297943 -0.614275 0.090075 -0.4 -2.7 4.1 -0.27
C -1.015452 0.903625 -0.012252 -0.8 0.5 -0.3 -0.40
C -1.938920 1.927529 0.000370 -0.6 0.4 -0.9 -0.77
C -3.293877 1.681359 0.179968 1.0 -1.5 0.3 -0.56
C -3.700616 0.372222 0.277398 -1.3 -1.7 0.3 -0.66
C -2.783236 -0.703610 0.083362 0.3 3.9 0.8 -0.51
C -1.438568 -0.395199 0.013108 -0.1 -0.8 -0.1 0.12
H -0.548532 -3.196829 0.782953 0.0 1.2 1.1 0.37
H -0.722369 -1.806969 2.016150 -0.2 -0.2 -0.6 0.37
H 0.763758 -2.434523 1.562988 1.9 -0.1 0.2 0.55
H 0.482840 -2.826566 -1.523179 0.2 -0.8 -0.3 0.46
H -0.448894 -1.397652 -2.293782 1.0 -1.4 1.4 0.38
H -1.396115 -2.558113 -1.595949 0.8 -0.7 1.1 0.37
H 0.909692 2.666373 0.746727 0.8 -0.4 -1.2 0.41
H 0.844539 2.698066 -1.084380 0.2 -0.8 1.1 0.35
H 3.253017 2.651915 -0.192374 0.0 -0.3 -0.3 0.41
H 2.782423 1.403051 -1.386648 0.4 -0.1 -1.3 0.40
H 3.031778 0.762828 1.604299 -0.5 0.0 -0.2 0.34
H 4.185965 0.412967 0.485933 2.3 -0.8 -0.8 0.46
H 2.276638 -1.423641 1.012349 0.2 1.7 -2.3 0.23
H 2.636584 -1.203035 -0.714975 0.6 -0.6 -1.2 0.41
H -1.903550 2.861030 -0.481939 1.6 1.6 0.2 0.37
H -3.968024 2.500549 0.222105 -0.5 0.5 -0.1 0.48
H -4.783858 0.159117 0.517614 1.4 0.1 -0.5 0.34
H -3.065365 -1.663219 0.220090 -1.1 -3.0 0.1 0.59
```
Forces are in eV/Å.

Its relative energy (zero: lowest compared OMol25 entry of this formula, charge and spin) is 35.8 kcal/mol. The value obtained for the lowest unoccupied orbital energy is -3.846 eV. The HOMO-LUMO gap is 8.97 eV. The charge is +1. Its SMILES is CC1(C)C2=[N+](CCCC2)c2ccccc21. Its spin multiplicity is 1.

Record 3
The following is a DFT calculation (ωB97M-V with the def2-TZVPD basis set) of an isolated molecule of C14H18N2O3.

Structure (XYZ):
```
37
Properties=species:S:1:pos:R:3:forces:R:3:mulliken_charge:R:1
C -5.076961 -0.870395 1.510111 -0.1 0.0 -0.2 -1.16
C -4.962822 -0.939710 -0.009140 0.1 -0.2 0.1 -0.44
C -3.568296 -1.350172 -0.501409 -0.1 0.2 -0.2 -0.74
C -2.656714 -0.179835 -0.871362 0.2 0.0 0.3 -0.42
C -2.279345 0.706666 0.317423 -0.3 -0.3 -0.2 -0.72
O -1.313962 1.682333 -0.028172 0.1 0.2 -0.1 -0.44
C -0.010019 1.334025 -0.154868 0.3 0.1 -0.1 0.93
C 0.525198 0.072982 0.093113 -0.3 0.0 0.1 -0.44
C 1.883850 -0.144164 -0.053346 0.2 0.2 -0.1 -0.76
C 2.731772 0.874417 -0.460235 0.0 -0.1 -0.1 0.45
C 4.217595 0.630182 -0.592662 -0.2 0.4 0.0 -0.17
N 4.555398 -0.684944 -1.073359 -0.1 0.2 -0.4 -0.11
C 5.145674 -1.463976 -0.136529 0.2 0.0 0.1 0.25
O 5.461191 -2.619414 -0.214885 0.1 -0.4 0.0 -0.61
N 5.344943 -0.632493 0.975093 0.2 -0.3 0.3 -0.03
C 4.865453 0.632827 0.799657 0.1 0.1 -0.2 0.43
O 4.926942 1.540717 1.580587 0.0 0.2 0.1 -0.61
C 2.198857 2.134939 -0.703517 0.0 -0.2 0.1 -0.74
C 0.849141 2.362128 -0.553633 -0.2 -0.1 0.1 -0.71
H -6.088318 -0.591274 1.797321 -0.1 0.0 0.1 0.36
H -4.390546 -0.140763 1.929832 0.1 0.1 0.1 0.27
H -4.855817 -1.840679 1.949950 0.0 -0.1 0.1 0.32
H -5.230854 0.025889 -0.441779 -0.1 0.0 -0.1 0.31
H -5.692537 -1.668607 -0.368119 0.0 0.1 0.0 0.34
H -3.082210 -1.963244 0.260845 0.0 -0.1 0.0 0.36
H -3.675837 -1.968919 -1.394736 0.1 -0.1 0.1 0.33
H -3.142419 0.440730 -1.627189 0.0 0.0 0.0 0.29
H -1.739603 -0.574611 -1.315903 0.0 0.1 0.0 0.44
H -3.142694 1.292098 0.641777 0.1 -0.1 0.1 0.32
H -1.930799 0.099093 1.161446 0.0 0.1 0.0 0.35
H -0.097141 -0.748830 0.409005 -0.1 -0.1 0.0 0.38
H 2.281090 -1.128651 0.150368 0.0 -0.1 0.0 0.35
H 4.670354 1.413721 -1.211631 0.0 0.0 0.2 0.42
H 4.193668 -1.062420 -1.931906 0.0 -0.1 0.1 0.21
H 5.812027 -0.949140 1.810969 -0.1 0.0 -0.1 0.21
H 2.847712 2.942786 -1.006045 0.1 0.1 0.0 0.34
H 0.426037 3.336699 -0.737079 -0.1 0.1 0.0 0.42
```
Forces are in eV/Å.

Its relative energy (zero: lowest compared OMol25 entry of this formula, charge and spin) is 3.2 kcal/mol. The value obtained for the lowest unoccupied orbital energy is 0.717 eV. The HOMO-LUMO gap is 9.36 eV. The charge is 0. Its SMILES is CCCCCOc1ccc([C@@H]2NC(=O)NC2=O)cc1. Its spin multiplicity is 1.

Record 4
The following is a DFT calculation (ωB97M-V with the def2-TZVPD basis set) of an isolated molecule of C14H18N2O5 at a distorted geometry.

Structure (XYZ):
```
39
Properties=species:S:1:pos:R:3:forces:R:3:mulliken_charge:R:1
N -3.426605 1.962177 -0.806531 -1.3 2.9 3.7 -0.64
C -2.270214 1.262798 -0.384059 1.1 -3.1 -1.1 0.27
C -1.202903 2.023687 0.404297 -0.2 2.1 3.3 -0.44
C -0.210308 2.951070 -0.383665 -1.2 -2.5 -0.7 -0.90
C 1.028424 2.271272 -0.993446 -1.0 -0.5 -0.4 0.42
O 1.968697 2.941030 -1.340398 -0.7 -2.0 0.1 -0.56
O 0.798925 0.817662 -1.155260 3.4 2.0 -4.0 -0.39
C -2.774914 0.027083 0.552403 1.9 0.2 -0.8 0.10
O -3.723548 0.191470 1.257873 -1.1 0.5 0.7 -0.61
N -2.119790 -1.201275 0.628009 1.7 -1.4 -0.6 -0.22
C -0.835850 -1.680007 0.028223 0.6 2.3 -0.3 1.33
C 0.201202 -1.970739 1.187946 1.1 -1.5 -2.8 -1.44
C 1.573201 -1.319406 0.913686 0.5 -0.1 -0.3 0.85
C 2.300882 -1.921617 -0.138558 -0.4 -0.6 0.5 -0.36
C 3.352738 -1.142833 -0.594784 2.7 -2.3 -3.2 -0.43
C 3.838131 0.002969 -0.027962 1.5 0.4 0.6 -0.28
C 3.359041 0.366241 1.218143 -2.2 1.2 -0.3 -0.82
C 2.107550 -0.136612 1.597353 -2.2 -2.8 -0.3 -0.31
C -0.923953 -2.827299 -1.021680 1.4 -3.4 -1.5 0.38
O 0.125535 -3.432279 -1.543239 -7.1 3.4 2.9 -0.54
O -2.363045 -3.277137 -1.222771 3.2 2.2 0.1 -0.53
H -4.117607 1.406787 -1.323400 0.5 0.2 0.7 0.30
H -3.847612 2.328611 0.222427 0.6 -1.3 -4.0 0.39
H -1.739385 0.887554 -1.325341 -0.6 0.0 1.2 0.25
H -0.641357 1.368012 1.101234 -0.1 -0.2 -0.9 0.02
H -1.708911 2.677613 1.294612 0.6 -1.1 -2.3 0.48
H 0.134338 3.824936 0.079845 0.4 1.0 1.3 0.41
H -0.836694 3.337190 -1.180684 0.2 0.0 -0.7 0.38
H 1.442623 0.485868 -2.040789 -2.4 1.5 4.1 0.41
H -2.147028 -1.682365 1.525827 -1.2 0.5 -0.2 0.22
H -0.339235 -0.816639 -0.455174 -0.6 -0.5 -0.4 -0.57
H -0.131858 -1.578329 2.072397 -1.3 0.7 2.3 0.72
H 0.203054 -3.091871 1.175592 0.7 0.9 0.8 0.32
H 2.001255 -2.991597 -0.542908 0.8 2.8 0.7 0.25
H 4.104394 -1.521804 -1.433014 -2.2 0.5 1.4 0.19
H 4.723953 0.501466 -0.510644 -1.1 -0.5 0.8 0.36
H 3.700927 1.246879 1.720455 0.5 0.3 0.3 0.39
H 1.373097 0.219804 2.391715 1.7 0.0 -0.7 0.22
H -2.977168 -2.510353 -0.947725 1.7 -1.5 -0.2 0.38
```
Forces are in eV/Å.

Its relative energy (zero: lowest compared OMol25 entry of this formula, charge and spin) is 131.5 kcal/mol. The value obtained for the lowest unoccupied orbital energy is 0.293 eV. The HOMO-LUMO gap is 9.49 eV. The charge is 0. Its SMILES is N[C@@H](CCC(=O)O)C(=O)N[C@@H](Cc1ccccc1)C(=O)O. Its spin multiplicity is 1.

Record 5
The following is a DFT calculation (ωB97M-V with the def2-TZVPD basis set) of an isolated molecule of C14H18N2O5.

Structure (XYZ):
```
39
Properties=species:S:1:pos:R:3:forces:R:3:mulliken_charge:R:1
C -1.331783 2.471609 -1.516504 -0.3 0.2 -0.3 -0.83
O -0.648584 1.292565 -1.113865 0.3 -0.1 0.2 -0.15
C -0.910934 0.177999 -1.798458 0.2 -0.1 -0.2 0.09
O -1.639526 0.126647 -2.752589 -0.1 -0.1 0.0 -0.63
C -0.216397 -1.033026 -1.196809 -0.1 -0.3 -0.2 0.03
C -1.292166 -1.864764 -0.445310 0.1 0.1 -0.2 -1.27
C -2.238456 -0.994168 0.332299 -0.1 -0.2 0.1 0.47
C -1.810495 -0.287379 1.449724 0.0 0.0 0.0 0.02
C -2.674635 0.558329 2.120297 0.1 0.1 0.1 -0.84
C -3.985455 0.692766 1.696885 -0.1 0.1 0.0 -0.41
C -4.427466 -0.022870 0.598287 -0.1 0.1 0.0 -0.67
C -3.555832 -0.852923 -0.085082 0.0 0.0 0.0 -0.34
N 0.884762 -0.670509 -0.338284 -0.4 0.3 -0.1 0.13
C 1.999280 -1.420880 -0.293101 0.1 0.2 0.5 0.25
O 2.161907 -2.434531 -0.944341 0.0 -0.3 -0.2 -0.70
C 3.088117 -0.913930 0.671489 0.2 -0.1 -0.1 0.28
N 4.053897 -1.953069 0.976631 0.1 0.0 0.1 -0.77
C 3.830203 0.281627 0.051200 -0.1 -0.1 0.2 -0.99
C 3.147919 1.593681 0.312556 -0.2 0.0 0.0 0.68
O 2.040121 1.734613 0.766749 -0.2 0.1 0.2 -0.62
O 3.918927 2.631662 -0.012092 0.5 0.4 -0.2 -0.47
H -2.343394 2.469296 -1.104732 0.1 0.0 0.0 0.27
H -0.763641 3.307608 -1.117166 0.0 0.0 0.0 0.25
H -1.386766 2.524295 -2.605631 0.0 0.0 0.1 0.35
H 0.190969 -1.655254 -2.003553 -0.2 0.2 0.1 0.68
H -0.767829 -2.558772 0.214207 0.0 0.0 -0.1 0.40
H -1.851016 -2.439271 -1.184273 0.0 0.0 0.0 0.42
H -0.793323 -0.398408 1.796661 0.1 0.0 0.0 0.44
H -2.324593 1.114801 2.977761 0.0 0.0 0.1 0.41
H -4.660229 1.351142 2.224540 -0.1 0.0 0.0 0.40
H -5.451730 0.069718 0.268399 -0.1 0.0 0.0 0.38
H -3.901512 -1.394074 -0.954223 0.0 -0.1 -0.1 0.36
H 0.833851 0.202303 0.172011 0.2 -0.1 0.0 0.31
H 2.619089 -0.588100 1.606170 0.0 0.0 -0.1 0.39
H 3.604789 -2.691884 1.507713 0.1 0.0 -0.1 0.30
H 4.362169 -2.376850 0.104208 -0.1 -0.1 0.1 0.29
H 3.942502 0.156394 -1.029370 0.0 0.0 0.0 0.31
H 4.836418 0.326208 0.474287 -0.1 0.0 0.0 0.41
H 3.460827 3.467380 0.173301 -0.1 -0.3 0.0 0.36
```
Forces are in eV/Å.

Its relative energy (zero: lowest compared OMol25 entry of this formula, charge and spin) is 9.9 kcal/mol. The value obtained for the lowest unoccupied orbital energy is 0.459 eV. The HOMO-LUMO gap is 9.64 eV. The charge is 0. Its SMILES is COC(=O)[C@H](Cc1ccccc1)NC(=O)[C@@H](N)CC(=O)O. Its spin multiplicity is 1.

Record 6
The following is a DFT calculation (ωB97M-V with the def2-TZVPD basis set) of a structure of composition C14H18N6O5PS2SeW.

Structure (XYZ):
```
48
Properties=species:S:1:pos:R:3:forces:R:3:mulliken_spin:R:1
W -0.659680 1.339426 0.817652 0.1 0.0 0.0 1.91
C 1.364250 -1.052592 -3.936828 0.0 0.0 0.0 0.00
N 0.947033 -0.007788 -3.008437 0.0 0.0 0.0 0.02
C 0.970340 1.330460 -3.285257 0.0 0.0 0.0 -0.02
C 0.460738 1.964287 -2.194964 0.0 0.0 0.0 0.01
N 0.120552 1.028357 -1.252777 0.0 -0.1 0.0 -0.01
C 0.430277 -0.161890 -1.769019 -0.1 0.0 0.0 0.01
P 0.098248 -1.782297 -1.011885 0.0 0.0 0.0 -0.01
C -1.603903 -1.422403 -0.506208 0.0 0.0 -0.1 0.02
N -1.993798 -0.347579 0.178296 0.0 -0.1 0.1 0.00
C -3.337756 -0.493654 0.409150 0.0 0.0 0.0 0.02
C -3.751789 -1.663873 -0.149742 0.0 0.0 0.0 -0.01
N -2.653348 -2.239512 -0.726711 0.0 0.0 0.0 0.02
C -2.647155 -3.497696 -1.463702 0.0 0.0 0.0 0.00
C 0.802561 -1.487723 0.638002 0.0 0.0 0.0 0.00
N 0.489994 -0.441201 1.392465 0.0 0.1 0.1 0.00
C 1.061461 -0.633252 2.622721 0.0 0.0 0.0 -0.01
C 1.729442 -1.818590 2.601797 0.0 0.0 0.0 -0.01
N 1.558559 -2.347663 1.348609 0.0 0.0 0.0 0.00
C 2.057868 -3.646507 0.910790 0.0 0.0 0.0 0.00
H 2.245014 -0.712375 -4.474586 0.0 0.0 0.0 0.00
H 0.567158 -1.267516 -4.646364 0.0 0.0 0.0 0.00
H 1.613281 -1.955316 -3.387274 0.0 0.0 0.0 0.00
H 1.338212 1.712822 -4.221190 0.0 0.0 0.0 0.00
H 0.315015 3.016202 -2.028926 0.0 0.0 0.0 0.00
H -3.902485 0.226760 0.970173 0.0 0.0 0.0 0.00
H -4.721598 -2.128161 -0.176403 0.0 0.0 0.0 0.00
H -3.614371 -3.972754 -1.330849 0.0 0.0 0.0 0.00
H -1.875233 -4.159732 -1.078428 0.0 0.0 0.0 0.00
H -2.482290 -3.319956 -2.524534 0.0 0.0 0.0 0.00
H 0.935812 0.082516 3.417040 0.0 0.0 0.0 0.00
H 2.300372 -2.327568 3.358279 0.0 0.0 0.0 0.00
H 2.999976 -3.845837 1.413645 0.0 0.0 0.0 0.00
H 2.228238 -3.630769 -0.161900 0.0 0.0 0.0 0.00
H 1.344283 -4.430668 1.157329 0.0 0.0 0.0 0.00
C 3.185402 4.801610 1.296767 0.0 0.0 0.0 0.00
O 1.826050 4.843074 0.812945 0.0 0.0 0.0 0.01
C 1.116586 3.753380 0.833848 0.1 0.0 0.0 0.03
S -0.504971 3.803081 0.380337 0.0 0.0 0.0 -0.02
S 1.688296 2.229957 1.312574 -0.1 0.0 -0.1 -0.02
H 3.531628 5.827839 1.257963 0.0 0.0 0.0 0.00
H 3.786632 4.167328 0.647699 0.0 0.0 0.0 0.00
H 3.203120 4.427688 2.318483 0.0 0.0 0.0 0.00
O -2.705591 3.589869 3.329395 0.0 0.1 0.0 0.01
Se -2.621791 2.105848 2.780740 0.2 -0.2 -0.1 0.03
O -1.016868 1.478314 2.833476 -0.2 0.0 0.0 0.03
O -3.680033 1.011562 3.253708 0.0 0.0 0.0 0.01
O -2.543736 2.054492 1.042099 0.0 0.1 0.0 0.00
```
Forces are in eV/Å.

Its relative energy (zero: lowest compared OMol25 entry of this formula, charge and spin) is 0.0 kcal/mol. The value obtained for the lowest unoccupied orbital energy (spin up / spin down) is -3.161 / -3.443 eV. The HOMO-LUMO gap (spin up / spin down) is 7.35 / 8.40 eV. The charge is +1. Its spin multiplicity is 3.